[1]
DFT (the ωB97M-V functional and the def2-TZVPD basis) results for a 4-piece molecular cluster, C25H34Br2N2O5 overall in a non-equilibrium geometry.

Total energy: -6606.68627 Ha
E_LUMO: -0.46 eV
Structure (SMILES): [H]/N=C\Cc1cccc2c1C(=O)N(/C(Br)=C(/C)Br)C2=O.C1CCOC1.C1CCOC1.C1CCOC1
Orbital gap: 8.589 eV
Multiplicity: 1

Each line ends with the Mulliken charge.
Element x y z (Å)
C  -3.04  -0.32  -0.70  -1.45
C  -1.69  -0.75  -0.28  0.68
Br  -0.78  -1.78  -1.57  -0.03
C  -1.09  -0.47  0.88  -0.29
Br  -2.01  0.51  2.22  -0.11
N  0.26  -0.88  1.16  0.15
C  1.10  0.24  0.71  -0.10
O  1.38  0.50  -0.41  -0.39
C  1.51  1.01  1.91  0.52
C  2.08  2.27  1.99  -0.46
C  2.32  2.76  3.27  -0.80
C  2.04  1.99  4.40  -0.77
C  1.48  0.71  4.31  0.70
C  1.20  -0.13  5.53  -1.14
C  2.22  -1.23  5.69  0.08
N  2.49  -1.83  6.77  -0.73
C  1.21  0.25  3.02  0.84
C  0.59  -1.01  2.56  -0.24
O  0.46  -1.99  3.21  -0.54
H  -3.72  -1.17  -0.80  0.26
H  -3.47  0.41  -0.02  0.52
H  -2.98  0.15  -1.68  0.37
H  2.27  2.83  1.09  0.55
H  2.74  3.75  3.37  0.48
H  2.24  2.41  5.37  0.42
H  0.20  -0.56  5.46  0.35
H  1.23  0.52  6.40  0.51
H  2.76  -1.52  4.80  0.42
H  1.91  -1.47  7.53  0.24
C  -3.81  -5.28  -2.06  -0.64
C  -5.27  -5.54  -2.41  -0.56
C  -5.97  -4.42  -1.66  -0.48
O  -5.06  -3.32  -1.63  -0.38
C  -3.76  -3.76  -2.04  0.06
H  -3.10  -5.72  -2.76  0.36
H  -3.59  -5.68  -1.06  0.28
H  -5.42  -5.43  -3.48  0.25
H  -5.63  -6.53  -2.12  0.36
H  -6.20  -4.71  -0.63  0.27
H  -6.90  -4.10  -2.14  0.27
H  -3.56  -3.36  -3.04  0.24
H  -3.01  -3.36  -1.36  -0.09
C  -0.96  4.56  -1.25  -0.48
C  -1.21  5.60  -0.16  -0.61
C  -0.31  5.09  0.96  -0.40
O  0.80  4.44  0.33  -0.29
C  0.52  4.26  -1.06  -0.17
H  -1.20  4.90  -2.25  0.39
H  -1.55  3.66  -1.05  0.14
H  -0.87  6.58  -0.50  0.26
H  -2.25  5.68  0.14  0.35
H  -0.83  4.36  1.59  0.22
H  0.06  5.89  1.60  0.29
H  1.14  4.96  -1.63  0.28
H  0.79  3.24  -1.35  0.06
C  4.44  0.32  -3.93  -0.61
C  3.83  -0.01  -2.57  -0.16
C  3.07  -1.29  -2.88  -0.09
O  3.80  -1.95  -3.92  -0.46
C  4.77  -1.06  -4.47  -0.48
H  5.31  0.97  -3.88  0.36
H  3.69  0.80  -4.57  0.27
H  4.63  -0.21  -1.84  0.25
H  3.19  0.77  -2.17  0.06
H  2.06  -1.08  -3.24  0.05
H  2.99  -1.96  -2.01  0.24
H  5.76  -1.39  -4.14  0.27
H  4.74  -1.12  -5.56  0.28

***

[2]
DFT (the ωB97M-V functional and the def2-TZVPD basis) results for one molecule with the formula C10H11NO3 in a non-equilibrium geometry.

Total energy: -667.90868 Ha
E_LUMO: -0.14 eV
Orbital gap: 7.130 eV
Multiplicity: 1

Each line ends with the Mulliken charge.
Element x y z (Å)
C  -3.04  0.02  -0.18  -0.87
C  -0.07  -0.43  -2.18  -1.25
C  -0.70  0.91  0.41  -0.84
C  -3.53  -0.67  -1.24  -0.35
C  -1.58  0.08  -0.26  1.45
C  -1.28  -0.55  -1.50  0.16
C  1.11  0.18  -1.62  0.55
C  1.42  -0.17  -0.19  0.71
C  2.76  1.75  0.32  -0.77
C  1.21  -1.61  1.55  -0.68
N  -2.47  -1.14  -1.99  -0.12
O  1.99  0.79  -2.30  -0.69
O  2.38  0.34  0.63  -0.41
O  1.04  -1.38  0.19  -0.31
H  -3.78  0.48  0.58  0.26
H  -0.07  -0.80  -3.14  0.45
H  -0.77  1.07  1.49  0.29
H  -4.56  -1.01  -1.26  0.37
H  2.96  2.21  1.35  0.26
H  1.89  2.18  -0.18  0.34
H  3.53  1.65  -0.34  0.34
H  2.20  -1.89  2.01  0.27
H  0.55  -2.40  1.76  0.32
H  0.81  -0.68  2.16  0.25
H  -2.47  -1.78  -2.84  0.25

***

[3]
DFT (the ωB97M-V functional and the def2-TZVPD basis) results for a 2-piece molecular cluster, C10H14N overall in a non-equilibrium geometry.

Total energy: -443.78026 Ha
E_LUMO (spin up / spin down): -5.42 / -5.42 eV
Orbital gap (spin up / spin down): 7.075 / 7.074 eV
Multiplicity: 1
Total charge: +1

Each line ends with the Mulliken charge.
Element x y z (Å)
C  -2.27  -2.04  0.65  -0.35
C  -2.02  -0.88  0.38  -0.77
C  2.99  -1.08  1.01  0.09
C  1.82  -1.66  1.74  -0.74
C  2.82  -0.60  -0.20  -0.65
C  -0.34  2.30  0.12  -0.38
C  -0.93  1.23  1.02  0.22
C  -0.66  2.02  -1.14  -0.44
C  -1.50  0.30  0.09  0.83
C  -1.86  0.38  -2.46  -0.96
N  -1.44  0.86  -1.17  0.21
H  -2.67  -2.99  0.89  0.45
H  3.91  -1.02  1.48  0.41
H  2.18  -2.44  2.42  0.38
H  3.54  -0.13  -0.82  0.31
H  1.77  -0.57  -0.78  -0.05
H  0.27  3.14  0.65  0.36
H  1.07  -2.01  0.98  0.15
H  -0.07  0.86  1.58  0.01
H  -1.69  1.58  1.83  0.37
H  -0.38  2.64  -2.11  0.37
H  -1.00  0.11  -3.11  0.33
H  -2.52  -0.43  -2.45  0.41
H  -2.35  1.27  -2.91  0.35
H  1.30  -0.84  2.29  0.09

***

[4]
DFT (the ωB97M-V functional and the def2-TZVPD basis) results for a 2-piece molecular cluster, C4H6 overall in a non-equilibrium geometry.

Total energy: -155.80873 Ha
E_LUMO: 1.20 eV
Structure (SMILES): C#C.C=C
Orbital gap: 9.790 eV
Multiplicity: 1

Each line ends with the Mulliken charge.
Element x y z (Å)
C  1.54  -0.37  -0.31  -0.26
C  1.33  0.70  0.18  -0.40
C  -1.26  0.22  -0.44  -0.48
C  -0.77  -0.56  0.48  -0.59
H  2.40  -1.07  -0.71  0.30
H  0.83  1.53  0.61  0.42
H  -1.41  0.12  -1.45  0.27
H  -1.86  1.20  -0.13  0.17
H  -0.37  -1.57  0.21  0.28
H  -0.43  -0.19  1.56  0.28

***

[5]
DFT (the ωB97M-V functional and the def2-TZVPD basis) results for a 4-piece molecular cluster, C39H42BClN5O13S overall in a non-equilibrium geometry.

Total energy: -3645.69779 Ha
E_LUMO: -4.19 eV
Orbital gap: 6.801 eV
Multiplicity: 1
Total charge: +1

Each line ends with the Mulliken charge.
Element x y z (Å)
C  6.30  -5.21  1.82  -1.12
N  6.00  -4.00  1.00  0.11
C  4.73  -3.28  1.13  0.62
C  3.61  -3.74  2.16  -0.34
C  3.05  -5.22  1.93  -0.09
O  2.78  -5.90  2.97  -0.55
C  2.80  -5.93  0.53  0.56
C  3.74  -7.15  0.20  -0.46
C  3.62  -7.98  -1.10  -0.69
C  2.52  -7.58  -2.11  -0.45
C  1.59  -6.37  -1.79  -0.53
C  1.70  -5.51  -0.48  0.01
C  4.42  -1.99  0.29  0.02
C  3.05  -1.17  0.37  -1.33
C  2.09  -1.66  -0.84  0.37
C  0.64  -0.95  -0.81  -0.75
C  -0.23  -1.20  -2.12  -0.26
S  -0.85  -2.98  -2.18  1.14
O  -1.18  -3.36  -0.77  -0.55
O  0.28  -3.77  -2.80  -0.54
Cl  -2.56  -3.19  -3.32  -0.23
C  5.49  -1.45  -0.72  0.22
C  5.33  -0.15  -1.62  0.13
O  5.50  0.96  -1.05  -0.51
O  4.96  -0.12  -2.98  -0.48
C  6.81  -2.30  -0.81  0.40
B  7.93  -1.72  -1.87  0.64
O  8.09  -2.20  -3.21  -0.59
O  8.78  -0.66  -1.37  -0.58
C  7.04  -3.58  0.06  -0.12
C  8.41  -4.35  -0.16  -0.84
C  8.31  -5.18  -1.57  -0.45
N  7.98  -6.62  -1.31  -0.50
H  6.38  -6.15  1.15  0.28
H  7.37  -5.06  2.24  0.40
H  5.63  -5.37  2.73  0.41
H  4.10  -3.74  3.21  0.51
H  2.71  -3.04  2.24  0.11
H  4.53  -7.47  0.97  0.40
H  4.32  -8.88  -1.24  0.36
H  2.36  -8.15  -3.09  0.33
H  0.78  -6.13  -2.54  0.33
H  1.02  -4.62  -0.24  0.59
H  3.31  -0.07  0.13  0.46
H  2.55  -1.16  1.39  0.49
H  2.03  -2.80  -0.94  -0.06
H  2.60  -1.29  -1.81  0.08
H  0.10  -1.32  0.12  0.35
H  0.81  0.19  -0.73  0.38
H  -1.19  -0.56  -2.09  0.05
H  0.29  -0.91  -3.11  0.47
H  4.78  -1.02  -3.34  0.40
H  9.07  -2.12  -3.38  0.35
H  8.61  0.17  -1.86  0.33
H  9.33  -3.65  -0.24  0.43
H  8.68  -5.13  0.63  0.36
H  7.51  -4.68  -2.21  0.34
H  9.31  -5.05  -2.15  0.23
H  8.89  -7.11  -1.22  0.26
H  7.47  -7.03  -2.12  0.25
C  -6.68  1.98  -2.22  -0.55
C  -5.58  1.50  -2.92  -0.61
C  -4.47  1.02  -2.24  -0.22
C  -4.48  1.02  -0.84  0.17
C  -5.57  1.51  -0.13  -0.24
C  -6.68  1.99  -0.82  -0.46
N  -3.32  0.49  -0.11  0.98
O  -2.37  0.09  -0.77  -0.71
O  -3.37  0.48  1.10  -0.60
H  -7.55  2.35  -2.75  0.41
H  -5.59  1.50  -4.01  0.40
H  -3.63  0.65  -2.80  0.37
H  -5.58  1.52  0.95  0.48
H  -7.53  2.37  -0.28  0.43
C  -4.48  6.21  2.38  -0.70
C  -4.37  7.34  1.58  -0.44
C  -4.13  7.21  0.22  -0.38
C  -4.01  5.94  -0.34  -0.23
C  -4.12  4.80  0.46  -0.01
C  -4.35  4.94  1.82  -0.34
N  -3.79  5.79  -1.78  0.99
O  -3.68  6.81  -2.44  -0.60
O  -3.72  4.66  -2.23  -0.59
H  -4.67  6.32  3.44  0.54
H  -4.47  8.33  2.02  0.42
H  -4.04  8.10  -0.40  0.45
H  -4.02  3.81  0.04  0.47
H  -4.44  4.06  2.45  0.42
C  -10.26  9.58  3.83  -0.38
C  -10.40  8.63  2.82  -0.48
C  -9.45  7.63  2.66  -0.23
C  -8.36  7.58  3.52  0.16
C  -8.20  8.53  4.53  -0.35
C  -9.16  9.53  4.68  -0.52
N  -7.37  6.52  3.37  1.04
O  -7.52  5.71  2.46  -0.57
O  -6.44  6.49  4.17  -0.64
H  -11.00  10.36  3.95  0.37
H  -11.26  8.67  2.15  0.37
H  -9.58  6.90  1.86  0.43
H  -7.35  8.50  5.20  0.42
H  -9.05  10.27  5.46  0.37